Here is a 3-piece molecular cluster, C21H44N5O3S overall at a distorted geometry from the Open Molecules 2025 dataset. Energies are from wB97M-V/def2-TZVPD.

Output
* lowest unoccupied orbital energy: -3.18 eV
* HOMO level: -11.0277 eV
* net charge: +1

Last column: Mulliken charge in e.
Cartesian coordinates (Å):
C (3.0499, -3.1817, -0.1668)  -0.7625
C (1.9783, -3.3810, 0.6512)  -0.6010
C (1.2440, -2.2727, 1.3945)  -0.7795
C (1.8052, -0.8848, 1.1087)  -0.6765
C (1.3229, -0.3435, -0.2684)  1.5288
C (2.4686, -0.0090, -1.2446)  -1.1174
C (2.7685, 1.4857, -1.3456)  -1.0163
C (3.5589, 2.0924, -0.1726)  -0.6072
S (4.9078, 1.0312, 0.4334)  -0.2149
N (0.4074, -1.2797, -0.9739)  -0.2301
C (-0.5433, -1.8499, -0.1571)  -0.0766
N (-1.7883, -1.9190, -0.5265)  -0.0057
C (-2.3511, -1.3937, -1.7761)  -0.7166
C (-3.8394, -1.0948, -1.6591)  -0.9932
C (-4.2609, 0.1734, -0.8821)  -0.0523
C (-3.2684, 0.7650, 0.1269)  -0.8089
C (-2.1566, 1.6316, -0.5030)  1.1710
C (-1.7771, 2.8632, 0.3226)  -1.4674
N (-0.1807, -2.3762, 1.0460)  0.3475
O (-1.0863, -2.0225, 2.0711)  -0.4562
H (2.9812, -3.4641, -1.2170)  0.3170
H (4.0199, -2.8235, 0.1753)  0.2720
H (1.6237, -4.3968, 0.8298)  0.4688
H (1.2961, -2.4642, 2.4728)  0.7578
H (1.4305, -0.2095, 1.8854)  0.4550
H (2.8906, -0.8773, 1.2022)  0.1596
H (0.8023, 0.5945, -0.0709)  -0.2063
H (3.3598, -0.5873, -1.0060)  0.2766
H (2.1517, -0.3388, -2.2391)  0.4624
H (3.2702, 1.6967, -2.2899)  0.4299
H (1.8045, 2.0042, -1.3856)  0.2980
H (2.8998, 2.3782, 0.6463)  0.3213
H (4.0186, 3.0190, -0.5135)  0.4604
H (4.6237, 1.0378, 1.7380)  0.1438
H (0.9267, -1.9764, -1.4988)  0.3239
H (-2.4293, -2.3514, 0.1292)  0.3721
H (-2.2197, -2.1696, -2.5346)  0.4741
H (-1.7719, -0.5433, -2.1237)  0.3887
H (-4.3649, -1.9822, -1.2963)  0.3501
H (-4.1759, -0.9712, -2.6908)  0.4114
H (-4.5556, 0.9596, -1.5756)  -0.2748
H (-5.1591, -0.0868, -0.3178)  0.4108
H (-3.8485, 1.4365, 0.7661)  0.6014
H (-2.8553, 0.0128, 0.8025)  0.2472
H (-1.2703, 1.0059, -0.6417)  -0.9246
H (-2.4721, 1.9148, -1.5106)  0.1534
H (-1.4573, 3.6743, -0.3335)  0.3521
H (-0.9313, 2.6686, 0.9855)  0.3517
H (-2.6127, 3.2263, 0.9202)  0.3853
H (-0.6028, -1.4353, 2.6761)  0.3958
C (4.0569, -2.4332, 3.1686)  0.6227
O (4.4615, -1.3863, 2.6879)  -0.6084
N (4.5261, -2.9943, 4.2887)  0.0599
C (4.0015, -4.2429, 4.8071)  -0.9009
C (5.6032, -2.3223, 5.0038)  -0.9505
H (3.2423, -3.0093, 2.6968)  -0.2949
H (3.5935, -4.0994, 5.8086)  0.3397
H (4.7880, -4.9969, 4.8556)  0.3422
H (3.2093, -4.6080, 4.1552)  0.3120
H (5.2894, -1.3247, 5.3097)  0.2998
H (6.4772, -2.2194, 4.3616)  0.2985
H (5.8652, -2.9055, 5.8823)  0.3801
C (-5.4384, 2.9249, -3.3910)  0.0054
O (-5.3905, 1.9514, -4.1197)  -0.6181
N (-4.6572, 4.0145, -3.5121)  0.1531
C (-4.7533, 5.1381, -2.6029)  -0.9211
C (-3.6915, 4.0555, -4.5980)  -0.9803
H (-6.1406, 2.9896, -2.5414)  0.3780
H (-5.0158, 6.0491, -3.1431)  0.3634
H (-3.8027, 5.3004, -2.0900)  0.3146
H (-5.5227, 4.9419, -1.8585)  0.3061
H (-4.1963, 3.9708, -5.5600)  0.3162
H (-2.9892, 3.2249, -4.5153)  0.2786
H (-3.1474, 4.9958, -4.5565)  0.4040



Here is C21H44N9O6Tb as an isolated structure at a distorted geometry from the Open Molecules 2025 dataset. Energies are from wB97M-V/def2-TZVPD.

Output
* lowest unoccupied orbital energy (spin up / spin down): -6.14 / -6.12 eV
* HOMO level (spin up / spin down): -14.4340 / -14.4465 eV
* spin multiplicity: 7
* net charge: +2

Last column: Mulliken charge in e.
Cartesian coordinates (Å):
Tb (-0.4701, -0.9586, 0.9398)  0.3993
C (-3.2144, -0.0396, -3.8438)  -1.8690
C (-2.1021, 0.4516, -2.9042)  0.1003
C (-2.4684, 1.8803, -2.4446)  -2.0960
C (-1.3567, 2.8907, -2.0851)  1.9300
C (-1.9481, 4.3007, -2.0936)  -1.6682
C (-0.1747, 2.8327, -3.0446)  -1.9106
N (-0.9215, 2.6316, -0.6380)  0.9054
C (0.4956, 2.8035, -0.2310)  -0.6459
C (0.7457, 2.4204, 1.2424)  -1.9655
N (1.2195, 1.0505, 1.6422)  1.1764
C (1.0949, 1.0810, 3.1445)  -1.0023
C (-0.0787, 0.2659, 3.6949)  0.7355
O (-0.1723, 0.1262, 4.9010)  -0.7142
O (-0.8611, -0.2545, 2.8214)  -0.4252
C (2.6690, 0.8410, 1.2829)  0.8255
C (3.3578, -0.2150, 2.1729)  -1.9183
C (2.9615, 0.5267, -0.2001)  -2.5389
C (2.4223, -0.7149, -0.9495)  2.1028
C (3.2318, -0.7603, -2.2559)  -1.7801
C (2.6041, -2.0390, -0.2061)  -1.5364
N (0.9470, -0.5565, -1.1925)  2.6659
C (0.4639, -1.3028, -2.3928)  -0.8210
C (-1.0235, -1.6447, -2.2977)  -1.8936
N (-1.7949, -0.5012, -1.8014)  0.8383
C (-2.9805, -0.8775, -1.0108)  -0.9294
C (-3.0749, 0.0788, 0.1970)  0.7680
O (-4.1107, 0.4038, 0.7036)  -0.6163
O (-1.8799, 0.5341, 0.5500)  -1.1369
H (-3.1413, 0.4802, -4.7984)  0.5234
H (-4.2061, 0.1602, -3.4370)  0.4876
H (-3.1357, -1.1078, -4.0436)  0.3069
H (-1.1891, 0.5064, -3.5006)  0.3763
H (-3.1873, 1.8291, -1.6207)  0.2706
H (-3.0091, 2.3346, -3.2763)  0.6028
H (-2.1640, 4.6202, -3.1117)  0.4424
H (-1.2454, 5.0234, -1.6716)  0.4007
H (-2.8815, 4.3425, -1.5275)  0.5088
H (-0.5493, 2.9711, -4.0583)  0.4377
H (0.3583, 1.8802, -3.0191)  0.2700
H (0.5327, 3.6395, -2.8530)  0.4600
H (-1.4844, 3.2579, -0.0594)  0.7226
H (-1.2658, 1.6826, -0.3300)  -0.4606
H (0.7485, 3.8583, -0.3360)  0.4626
H (1.1272, 2.2550, -0.9156)  0.1619
H (-0.1934, 2.5851, 1.7757)  0.6404
H (1.4763, 3.1375, 1.6300)  0.5899
H (0.9914, 2.1008, 3.5187)  0.4324
H (1.9751, 0.6896, 3.6348)  0.3381
H (3.1836, 1.7940, 1.4656)  0.2312
H (2.6742, -0.9957, 2.5107)  0.4432
H (3.8168, 0.2356, 3.0506)  0.5062
H (4.1665, -0.6912, 1.6247)  0.3845
H (4.0491, 0.4516, -0.2381)  0.5368
H (2.7387, 1.3986, -0.8190)  0.4438
H (4.2929, -0.8479, -2.0240)  0.5000
H (3.0966, 0.1540, -2.8380)  0.4081
H (2.9795, -1.6121, -2.8837)  0.3661
H (3.6534, -2.2327, 0.0073)  0.4741
H (2.2371, -2.8671, -0.8130)  0.4143
H (2.0527, -2.0388, 0.7412)  0.0021
H (0.7905, 0.4189, -1.4229)  -1.4844
H (1.0013, -2.2446, -2.4770)  0.7036
H (0.6699, -0.7288, -3.2982)  0.3943
H (-1.1301, -2.4765, -1.6030)  0.5944
H (-1.3648, -1.9942, -3.2776)  0.5613
H (-2.8766, -1.9001, -0.6283)  0.5797
H (-3.9190, -0.8484, -1.5623)  0.4874
N (-2.0337, -2.4047, 4.8378)  -0.5820
N (-0.8984, -3.1951, 4.9102)  0.0710
C (-0.1011, -3.4694, 3.9061)  0.7497
N (0.9834, -4.2243, 4.1290)  -0.3901
N (-0.3758, -2.9027, 2.6703)  -0.3122
N (-0.1409, -3.5944, 1.5949)  0.8420
O (-0.4927, -2.9979, 0.5203)  -0.3726
O (0.3666, -4.6967, 1.5477)  -0.6635
H (-1.7749, -1.4181, 4.8579)  0.2154
H (-2.6330, -2.6139, 5.6231)  0.3061
H (-0.6647, -3.6149, 5.8008)  0.1880
H (1.1111, -4.6449, 5.0372)  0.2205
H (1.4038, -4.6988, 3.3485)  0.2266



Number 1: total energy -46908.9296 eV. Number 2: total energy -70607.9865 eV.